Molecular formula: H9O4
Method: DFT, wB97M-V/def2-TZVPD

```
13
Properties=species:S:1:pos:R:3:mulliken_charge:R:1
O -0.63873 -0.53713 0.00931 -0.357
H -0.54646 0.27117 -0.62388 0.426
H 0.05812 -1.18283 -0.39547 0.715
H -0.14717 -0.15711 0.79495 0.403
O -0.02944 0.70398 2.27722 -1.346
H 0.42853 1.54371 2.42149 0.522
H -0.89823 0.77397 2.69477 0.411
O 1.21527 -2.05254 -0.86379 -1.422
H 2.13584 -1.73213 -0.96192 0.587
H 1.16515 -3.00980 -0.68767 0.445
O -0.67637 1.73541 -1.24681 -1.394
H -0.46799 1.61939 -2.19512 0.504
H -1.59854 2.02391 -1.22309 0.507
```

Computed properties:
**2S+1**: 2
**E_LUMO (spin up / spin down)**: 0.62 / 0.45 eV
**Expectation value of S²**: 0.750
**Gap between HOMO and LUMO (spin up / spin down)**: 3.47 / 12.88 eV
**Energy above the lowest of the compared OMol25 structures with the same formula, charge and spin**: 0.55 kcal/mol
**Highest occupied orbital energy (spin up / spin down)**: -2.9 / -12.4 eV